1.
Below is the molecule C2H4O3S at a distorted geometry, with properties calculated with ωB97M-V/def2-TZVPD.

Geometry as ORCA input:
```
! RIJCOSX wB97M-V def2-TZVPD def2/J DEFGRID3
* xyz 0 1
C -0.689 -0.630 -0.329
C 1.738 0.431 -0.082
O -3.162 -1.050 0.235
O -2.370 1.239 0.442
O 0.411 0.715 -0.160
S -2.045 -0.141 0.475
H -0.339 -1.538 -0.057
H 2.197 1.381 -0.361
H 2.195 -0.261 -0.898
H 2.064 -0.146 0.734
*
```

Values from the calculation:
LUMO level (spin up / spin down) ... -2.0 / -2.0 eV
Gap between HOMO and LUMO (spin up / spin down) ... 7.94 / 7.94 eV
Structure (SMILES) ... COC=S(=O)=O

=====

2.
Below is C26H28Cl2N7O2SSiW as an isolated structure, with properties calculated with ωB97M-V/def2-TZVPD.

Geometry as ORCA input:
```
! RIJCOSX wB97M-V def2-TZVPD def2/J DEFGRID3
* xyz 1 3
W 0.250 0.528 0.409
O 2.131 0.057 5.629
C 1.915 -1.197 5.213
C 2.248 -2.224 6.099
C 2.045 -3.538 5.744
C 1.499 -3.877 4.501
C 1.158 -2.877 3.628
C 1.356 -1.524 3.961
C 1.007 -0.512 2.987
O 0.443 -0.894 1.875
N 1.246 0.772 3.248
N 0.904 1.532 2.186
C 0.980 2.809 2.205
C 0.519 3.487 0.999
C 0.487 4.867 0.888
C -0.010 5.436 -0.274
C -0.469 4.611 -1.289
C -0.405 3.242 -1.121
N 0.082 2.680 -0.004
H 1.870 0.678 4.925
H 2.671 -1.954 7.056
H 2.316 -4.320 6.442
H 1.357 -4.913 4.228
H 0.741 -3.115 2.658
H 1.340 3.348 3.073
H 0.849 5.477 1.704
H -0.041 6.512 -0.385
H -0.865 5.016 -2.209
H -0.745 2.557 -1.887
C -1.357 -1.352 -6.341
Si -1.774 -1.232 -4.527
C -1.889 -2.930 -3.762
C -3.343 -0.241 -4.282
C -0.340 -0.296 -3.694
C 0.755 0.183 -4.403
C 1.826 0.823 -3.773
C 1.803 0.969 -2.411
N 0.753 0.520 -1.699
C -0.284 -0.085 -2.311
S -1.437 -0.533 -1.085
H -2.163 -1.867 -6.867
H -0.443 -1.926 -6.513
H -1.239 -0.371 -6.807
H -2.625 -3.532 -4.300
H -2.189 -2.889 -2.714
H -0.931 -3.451 -3.817
H -4.191 -0.746 -4.750
H -3.258 0.748 -4.738
H -3.574 -0.114 -3.224
H 0.791 0.053 -5.478
H 2.677 1.179 -4.336
H 2.615 1.412 -1.851
Cl 2.896 -4.736 0.919
C 2.797 -3.106 0.254
Cl 1.313 -2.879 -0.703
H 3.644 -2.932 -0.396
H 2.775 -2.391 1.067
N -2.525 1.834 1.419
C -3.638 1.653 2.150
C -3.508 0.446 2.794
C -2.271 -0.055 2.381
N -1.678 0.797 1.547
H -2.322 2.576 0.772
H -4.425 2.388 2.154
H -4.209 -0.014 3.468
H -1.781 -0.979 2.638
N 3.509 0.136 0.356
C 2.363 0.277 0.373
*
```

Values from the calculation:
LUMO level (spin up / spin down) ... -4.3 / -4.6 eV
Gap between HOMO and LUMO (spin up / spin down) ... 6.23 / 6.18 eV
⟨S²⟩ ... 2.016

=====

3.
Below is C7H28BaFO7 as an isolated structure at a distorted geometry, with properties calculated with ωB97M-V/def2-TZVPD.

Geometry as ORCA input:
```
! RIJCOSX wB97M-V def2-TZVPD def2/J DEFGRID3
* xyz 2 2
Ba -0.937 1.426 2.427
F 0.159 0.409 0.039
C 2.980 -1.379 -0.868
O 2.793 -0.127 -0.329
H 4.020 -1.706 -0.879
H 2.349 -2.173 -0.469
H 2.720 -1.357 -1.926
H 1.844 0.006 -0.273
C -0.256 -2.317 -1.750
O -0.661 -2.105 -0.397
H 0.643 -1.735 -1.953
H -0.110 -3.357 -2.040
H -0.985 -1.913 -2.452
H -0.435 -1.190 -0.212
C -2.964 1.002 -0.735
O -2.844 1.784 0.472
H -2.558 1.502 -1.614
H -2.524 0.021 -0.555
H -4.033 0.814 -0.827
H -3.341 2.582 0.277
C -0.231 2.015 -2.886
O 0.075 0.720 -2.568
H -0.825 2.476 -2.096
H 0.603 2.706 -3.015
H -0.837 2.130 -3.784
H 0.025 0.637 -1.613
C 1.521 -1.618 2.756
O 0.600 -0.657 3.255
H 1.300 -2.674 2.910
H 1.624 -1.573 1.672
H 2.525 -1.343 3.081
H 0.659 -0.815 4.200
C 1.949 3.483 -0.432
O 0.694 3.107 0.099
H 2.303 2.801 -1.206
H 1.897 4.420 -0.986
H 2.684 3.526 0.373
H 0.497 2.186 -0.085
C -2.265 -2.141 2.700
O -2.109 -1.022 1.816
H -3.026 -1.867 3.431
H -2.599 -3.019 2.147
H -1.352 -2.402 3.234
H -1.569 -1.264 1.060
*
```

Values from the calculation:
LUMO level (spin up / spin down) ... -6.4 / -11.8 eV
Gap between HOMO and LUMO (spin up / spin down) ... 10.10 / 3.77 eV
⟨S²⟩ ... 0.756

=====

4.
Below is a 2-piece molecular cluster, C6H9F3N2O overall at a distorted geometry, with properties calculated with ωB97M-V/def2-TZVPD.

Geometry as ORCA input:
```
! RIJCOSX wB97M-V def2-TZVPD def2/J DEFGRID3
* xyz 0 1
C 2.079 -0.185 -0.114
C 0.834 -0.915 0.518
C -0.190 0.086 0.186
C 0.600 -2.377 0.018
C -0.166 2.379 -0.865
C -1.627 -0.253 -0.179
N 1.777 0.940 -0.593
N 0.426 1.136 -0.565
O -0.629 0.959 2.048
F -2.207 -1.255 0.552
F -2.498 0.739 0.086
F -1.734 -0.392 -1.514
H 3.060 -0.659 -0.403
H 1.116 -0.841 1.628
H 0.001 -2.369 -0.905
H 0.204 -2.914 0.866
H 1.532 -2.791 -0.322
H -0.777 2.519 0.123
H 0.561 3.200 -0.851
H -0.777 2.206 -1.769
H -1.586 0.787 2.056
*
```

Values from the calculation:
LUMO level (spin up / spin down) ... -0.1 / -0.1 eV
Gap between HOMO and LUMO (spin up / spin down) ... 8.72 / 8.72 eV

=====

5.
Below is a 2-piece molecular cluster, C4H9NO overall at a distorted geometry, with properties calculated with ωB97M-V/def2-TZVPD.

Geometry as ORCA input:
```
! RIJCOSX wB97M-V def2-TZVPD def2/J DEFGRID3
* xyz 0 1
C -0.535 -1.621 2.985
C -0.945 -1.393 1.729
N -0.563 -0.274 1.027
H 0.053 -0.958 3.601
H -0.943 -2.447 3.552
H -1.695 -2.049 1.312
H 0.350 0.098 1.158
H -0.866 -0.063 0.099
O 0.155 -0.486 -1.976
C 0.645 0.461 -2.525
C 0.756 1.887 -1.936
H 1.108 0.373 -3.525
H -0.072 2.091 -1.269
H 1.723 1.843 -1.430
H 0.830 2.537 -2.802
*
```

Values from the calculation:
LUMO level ... 0.9 eV
Gap between HOMO and LUMO ... 8.61 eV
Structure (SMILES) ... C=CN.CC=O

=====

Computed values of total energy (unit: Ha) for the preceding records, in sequence: -702.3097 -3216.4068 -934.8739 -718.2449 -287.7526.
Computed values of ΔE to the lowest compared entry with this formula, charge and spin (unit: kJ/mol) for the preceding records, in sequence: 482.7 65.6 0.0 244.4 209.6.